Here is the molecule C4H6N2 from the OMol25 dataset. Energies are from ωB97M-V/def2-TZVPD.

Structure (ORCA input):
```
! RIJCOSX wB97M-V def2-TZVPD def2/J DEFGRID3
* xyz 0 1
N -1.874 0.099 -0.310
C -0.455 -0.123 -0.007
C 0.418 -1.036 0.556
C 1.668 -0.379 0.416
C 1.439 0.847 -0.206
N 0.130 1.000 -0.464
H -2.299 -0.519 -1.006
H -2.507 0.194 0.488
H 0.227 -2.007 0.995
H 2.630 -0.756 0.735
H 2.137 1.628 -0.480
H -1.512 1.053 -0.716
*
```

Energy: -265.45189 a.u.
Energy above the lowest of the compared OMol25 structures with the same formula, charge and spin: 219.70 kJ/mol
LUMO: 0.3 eV
F_max: 1.2 eV Å⁻¹
Kohn-Sham gap: 7.80 eV


Here is a cluster of 2 separate species, C15H22NO4S2 in total from the OMol25 dataset. Energies are from ωB97M-V/def2-TZVPD.

Structure (ORCA input):
```
! RIJCOSX wB97M-V def2-TZVPD def2/J DEFGRID3
* xyz 1 1
H 0.000 0.503 0.702
C 0.000 1.653 0.611
H 0.000 1.797 -0.478
C -1.222 2.331 1.128
C -2.554 2.032 0.537
O -3.603 2.541 0.903
O -2.462 1.167 -0.489
C -3.764 0.943 -1.071
C -3.577 -0.013 -2.212
C -1.195 3.351 2.021
N -0.001 3.820 2.499
C 1.193 3.351 2.023
C 1.221 2.331 1.129
C 2.556 2.033 0.541
O 3.600 2.541 0.904
O 2.462 1.168 -0.488
C 3.765 0.944 -1.068
C 3.578 -0.011 -2.210
H -4.426 0.530 -0.296
H -4.156 1.907 -1.425
H -4.557 -0.278 -2.615
H -2.992 0.448 -3.014
H -3.067 -0.929 -1.898
H -2.085 3.838 2.415
H -0.002 4.583 3.176
H 2.083 3.838 2.416
H 4.158 1.908 -1.421
H 4.425 0.530 -0.293
H 4.558 -0.275 -2.613
H 3.068 -0.928 -1.898
H 2.993 0.451 -3.012
C 0.000 -4.753 -0.059
C -1.269 -4.075 0.445
S -1.428 -2.273 0.100
C 0.000 -1.624 0.715
S 1.428 -2.274 0.100
C 1.270 -4.075 0.445
H 0.001 -5.787 0.321
H 0.000 -4.778 -1.160
H -2.139 -4.515 -0.062
H -1.388 -4.189 1.532
H 0.000 -1.060 1.650
H 1.388 -4.188 1.532
H 2.140 -4.514 -0.063
*
```

Energy: -1736.53770 a.u.
Energy above the lowest of the compared OMol25 structures with the same formula, charge and spin: 268.74 kJ/mol
LUMO: -6.7 eV
F_max: 2.1 eV Å⁻¹
Kohn-Sham gap: 4.06 eV


Here is a cluster of 6 separate species, C48H42Cl2F6N2O3 in total from the OMol25 dataset. Energies are from ωB97M-V/def2-TZVPD.

Structure (ORCA input):
```
! RIJCOSX wB97M-V def2-TZVPD def2/J DEFGRID3
* xyz 0 1
C -3.929 -0.267 7.390
C -3.980 -0.978 6.378
C -4.172 -1.589 4.957
C -3.709 -0.606 3.768
C -3.354 0.836 4.302
N -2.992 1.802 3.241
C -1.675 1.783 2.707
O -0.609 1.589 3.269
C -1.963 2.146 1.177
C -1.067 2.128 -0.014
N 0.342 1.770 0.081
C -1.716 2.506 -1.340
C -3.156 2.911 -1.437
C -3.857 3.299 -2.786
Cl -5.208 2.089 -3.149
C -2.886 3.313 -4.050
C -3.033 2.060 -5.011
Cl -3.398 4.776 -5.069
C -4.032 2.964 -0.198
C -5.531 3.419 -0.206
C -6.497 2.342 0.443
O -6.548 1.190 0.118
F -7.388 2.747 1.448
C -3.425 2.562 1.083
C -4.029 2.476 2.528
O -5.068 2.890 2.991
H -3.820 0.499 8.192
H -5.260 -1.875 4.874
H -3.599 -2.562 4.947
H -4.541 -0.637 3.012
H -2.831 -1.135 3.283
H -2.451 0.739 4.972
H -4.258 1.228 4.843
H 0.865 2.598 -0.243
H 0.532 1.741 1.087
H -1.073 2.469 -2.269
H -4.296 4.336 -2.707
H -1.810 3.478 -3.792
H -2.148 2.106 -5.723
H -2.956 1.074 -4.479
H -3.944 2.158 -5.659
H -5.603 4.322 0.478
H -5.894 3.771 -1.209
F -0.003 1.965 -3.683
C 1.168 1.285 -3.794
C 2.044 1.239 -2.727
C 3.236 0.535 -2.853
C 3.538 -0.107 -4.050
C 2.650 -0.049 -5.116
C 1.455 0.646 -4.986
H 1.797 1.748 -1.811
H 3.926 0.486 -2.021
H 4.469 -0.653 -4.150
H 2.888 -0.546 -6.050
H 0.747 0.694 -5.805
F -1.982 -1.913 -5.041
C -1.114 -2.685 -4.362
C -1.134 -4.056 -4.550
C -0.233 -4.851 -3.852
C 0.668 -4.267 -2.968
C 0.674 -2.889 -2.785
C -0.219 -2.093 -3.490
H -1.849 -4.493 -5.237
H -0.234 -5.925 -3.997
H 1.367 -4.889 -2.421
H 1.373 -2.435 -2.093
H -0.223 -1.017 -3.367
F 3.186 1.267 0.353
C 3.549 0.976 1.615
C 2.622 1.148 2.617
C 2.966 0.850 3.928
C 4.248 0.392 4.217
C 5.178 0.227 3.195
C 4.825 0.516 1.882
H 1.636 1.511 2.370
H 2.239 0.975 4.721
H 4.521 0.162 5.241
H 6.178 -0.126 3.421
H 5.531 0.386 1.070
F 6.112 1.271 -3.337
C 7.131 1.412 -4.201
C 7.302 2.619 -4.857
C 8.359 2.766 -5.747
C 9.225 1.703 -5.978
C 9.040 0.495 -5.316
C 7.990 0.349 -4.418
H 6.612 3.433 -4.670
H 8.506 3.709 -6.260
H 10.047 1.818 -6.675
H 9.713 -0.334 -5.500
H 7.835 -0.582 -3.886
F -2.645 -5.001 4.559
C -2.306 -5.298 5.827
C -3.238 -5.130 6.835
C -2.891 -5.440 8.143
C -1.611 -5.905 8.429
C -0.682 -6.065 7.408
C -1.032 -5.765 6.097
H -4.227 -4.759 6.594
H -3.616 -5.319 8.939
H -1.340 -6.142 9.451
H 0.316 -6.423 7.632
H -0.324 -5.892 5.287
*
```

Energy: -3708.95261 a.u.
LUMO: -0.8 eV
F_max: 3.3 eV Å⁻¹
Kohn-Sham gap: 8.12 eV


Repeat the first record exactly.
Here is the molecule C4H6N2 from the OMol25 dataset. Energies are from ωB97M-V/def2-TZVPD.

Structure (ORCA input):
```
! RIJCOSX wB97M-V def2-TZVPD def2/J DEFGRID3
* xyz 0 1
N -1.874 0.099 -0.310
C -0.455 -0.123 -0.007
C 0.418 -1.036 0.556
C 1.668 -0.379 0.416
C 1.439 0.847 -0.206
N 0.130 1.000 -0.464
H -2.299 -0.519 -1.006
H -2.507 0.194 0.488
H 0.227 -2.007 0.995
H 2.630 -0.756 0.735
H 2.137 1.628 -0.480
H -1.512 1.053 -0.716
*
```

Energy: -265.45189 a.u.
Energy above the lowest of the compared OMol25 structures with the same formula, charge and spin: 219.70 kJ/mol
LUMO: 0.3 eV
F_max: 1.2 eV Å⁻¹
Kohn-Sham gap: 7.80 eV


Number 2 is which compound?
C15H22NO4S2


Kohn-Sham gap of number 2 (C15H22NO4S2)?
4.06 eV


Please write out number 1 again, unchanged.
Here is the molecule C4H6N2 from the OMol25 dataset. Energies are from ωB97M-V/def2-TZVPD.

Structure (ORCA input):
```
! RIJCOSX wB97M-V def2-TZVPD def2/J DEFGRID3
* xyz 0 1
N -1.874 0.099 -0.310
C -0.455 -0.123 -0.007
C 0.418 -1.036 0.556
C 1.668 -0.379 0.416
C 1.439 0.847 -0.206
N 0.130 1.000 -0.464
H -2.299 -0.519 -1.006
H -2.507 0.194 0.488
H 0.227 -2.007 0.995
H 2.630 -0.756 0.735
H 2.137 1.628 -0.480
H -1.512 1.053 -0.716
*
```

Energy: -265.45189 a.u.
Energy above the lowest of the compared OMol25 structures with the same formula, charge and spin: 219.70 kJ/mol
LUMO: 0.3 eV
F_max: 1.2 eV Å⁻¹
Kohn-Sham gap: 7.80 eV